[1]
ORCA calculation (ωB97M-V/def2-TZVPD) on a molecular structure, C19H22N8O3SW.

ORCA input file:
```
! wB97M-V def2-TZVPD RIJCOSX def2/J DEFGRID3
* xyz 2 3
W -0.571 -0.079 -0.851
C -3.930 -3.234 0.062
C -2.516 -2.794 -0.305
C -2.100 -3.242 -1.694
O -1.549 -3.293 0.588
C -2.460 -1.261 -0.260
O -2.677 -0.536 -1.284
O -1.935 -0.625 0.739
H -3.972 -4.323 0.022
H -4.666 -2.834 -0.636
H -4.199 -2.904 1.068
H -2.152 -4.328 -1.741
H -1.055 -2.977 -1.898
H -2.710 -2.797 -2.475
H -1.929 -3.397 1.468
N -2.828 2.054 0.643
C -1.759 2.679 0.191
N -1.763 4.006 0.236
C -0.662 4.631 -0.148
N -0.630 5.951 -0.130
N 0.488 4.003 -0.569
C 0.403 2.721 -0.633
N -0.678 1.953 -0.295
C 1.593 1.985 -1.155
C 2.771 2.619 -1.474
C 3.803 1.854 -2.007
C 3.610 0.499 -2.213
C 2.393 -0.062 -1.867
N 1.421 0.676 -1.333
H -3.588 2.629 0.971
H -2.868 1.051 0.722
H -1.441 6.467 0.170
H 0.201 6.442 -0.417
H 2.859 3.683 -1.315
H 4.744 2.318 -2.271
H 4.378 -0.126 -2.646
H 2.186 -1.110 -2.035
C 3.072 -1.937 4.185
C 2.244 -1.492 3.016
C 1.435 -0.360 3.074
C 0.680 0.007 1.984
N 0.696 -0.693 0.838
C 1.455 -1.799 0.773
C 2.234 -2.217 1.824
H 3.094 -1.191 4.976
H 4.094 -2.149 3.872
H 2.658 -2.860 4.597
H 1.385 0.242 3.972
H 0.036 0.875 2.020
H 1.407 -2.376 -0.142
H 2.823 -3.118 1.716
S -1.771 0.462 -5.266
C -1.133 0.238 -3.876
N -0.620 0.069 -2.792
*
```

Output
ΔE to the lowest compared entry with this formula, charge and spin in kJ/mol: 158.8
DFT total energy in Ha: -1865.88117
Kohn-Sham gap (alpha / beta) in eV: 7.08 / 7.56
HOMO energy (alpha / beta) in eV: -14.0 / -14.7

[2]
ORCA calculation (ωB97M-V/def2-TZVPD) on a molecular structure, C27H56As3CrGe.

ORCA input file:
```
! wB97M-V def2-TZVPD RIJCOSX def2/J DEFGRID3
* xyz 1 5
Cr 0.088 -0.146 1.327
C 1.660 2.419 3.428
C 0.659 1.293 3.440
C -0.717 1.574 3.420
C -1.204 2.998 3.437
C -1.642 0.518 3.415
C -3.116 0.812 3.304
C -1.201 -0.815 3.534
C -2.207 -1.908 3.795
C 0.179 -1.097 3.534
C 0.663 -2.527 3.582
C 1.112 -0.038 3.567
C 2.557 -0.310 3.898
H 1.848 2.778 4.444
H 1.301 3.258 2.836
H 2.611 2.099 3.007
H -1.339 3.383 2.422
H -0.501 3.645 3.954
H -2.159 3.072 3.952
H -3.556 1.024 4.282
H -3.651 -0.031 2.873
H -3.283 1.676 2.663
H -2.701 -2.249 2.885
H -2.980 -1.541 4.468
H -1.742 -2.767 4.270
H 0.737 -2.890 4.610
H 1.644 -2.621 3.120
H -0.018 -3.184 3.042
H 3.192 -0.379 3.012
H 2.653 -1.239 4.454
H 2.949 0.488 4.525
C -2.680 3.572 -0.085
As -1.504 1.985 -0.100
C 0.159 2.955 -0.487
C -2.035 1.493 -1.947
C -1.554 0.183 -2.592
C -0.030 0.179 -2.694
C -2.070 -1.033 -1.804
As -1.074 -1.651 -0.223
C -2.485 -2.880 0.355
C 0.147 -2.983 -0.946
C -2.191 0.150 -3.995
As -1.740 -1.132 -5.468
C 0.032 -0.438 -5.972
C -1.094 -2.778 -4.588
H -2.593 4.090 -1.039
H -2.399 4.258 0.713
H -3.719 3.278 0.063
H 0.072 3.498 -1.428
H 1.002 2.268 -0.544
H 0.355 3.674 0.311
H -1.721 2.334 -2.572
H -3.130 1.500 -1.938
H 0.431 0.291 -1.709
H 0.309 0.997 -3.331
H 0.322 -0.757 -3.127
H -2.132 -1.901 -2.460
H -3.085 -0.830 -1.448
H -2.819 -3.444 -0.515
H -3.337 -2.332 0.756
H -2.121 -3.581 1.105
H -0.330 -3.578 -1.723
H 0.448 -3.642 -0.130
H 1.040 -2.499 -1.337
H -2.018 1.116 -4.482
H -3.276 0.068 -3.880
H -0.045 0.626 -6.200
H 0.350 -0.949 -6.880
H 0.795 -0.585 -5.209
H -1.920 -3.334 -4.144
H -0.319 -2.611 -3.840
H -0.674 -3.396 -5.381
C 3.182 -1.512 -2.257
Ge 3.240 0.025 -1.017
C 5.060 0.048 -0.244
C 3.138 1.690 -2.077
C 2.030 -0.136 0.548
H 4.027 -1.415 -2.940
H 2.273 -1.553 -2.859
H 3.293 -2.456 -1.722
H 5.792 0.107 -1.052
H 5.271 -0.852 0.336
H 5.204 0.915 0.402
H 3.894 1.610 -2.860
H 3.385 2.556 -1.462
H 2.176 1.867 -2.555
H 2.414 0.691 1.170
H 2.420 -1.060 1.008
*
```

Output
DFT total energy in Ha: -10890.83539
Kohn-Sham gap (alpha / beta) in eV: 8.03 / 8.22
HOMO energy (alpha / beta) in eV: -10.4 / -10.7

[3]
ORCA calculation (ωB97M-V/def2-TZVPD) on a molecular structure, C7H12IrO3.

ORCA input file:
```
! wB97M-V def2-TZVPD RIJCOSX def2/J DEFGRID3
* xyz 2 6
C -2.481 -0.038 2.246
C -2.147 -1.338 2.278
H -2.790 0.444 1.316
H -2.664 0.519 3.167
H -2.179 -1.953 1.375
H -2.033 -1.870 3.225
H -0.570 -0.358 2.172
O 1.245 1.696 -4.561
C 0.891 0.828 -3.721
O 0.353 -0.254 -4.077
O 1.125 1.090 -2.438
C 0.743 0.111 -1.476
C 1.161 0.638 -0.113
C 1.106 -0.330 0.976
C 0.698 -0.050 2.285
Ir 0.528 0.424 -5.861
H 1.239 -0.843 -1.697
H -0.344 -0.039 -1.513
H 0.691 1.595 0.151
H 2.263 0.829 -0.121
H 1.377 -1.366 0.738
H 1.075 -0.733 3.053
H 0.712 0.999 2.596
*
```

Output
ΔE to the lowest compared entry with this formula, charge and spin in kJ/mol: 0.0
DFT total energy in Ha: -602.97534
Kohn-Sham gap (alpha / beta) in eV: 7.84 / 5.65
HOMO energy (alpha / beta) in eV: -16.2 / -16.9